1.
106
Properties=species:S:1:pos:R:3:forces:R:3:mulliken_charge:R:1 method="wB97M-V/def2-TZVPD" spin_multiplicity=1 charge=0 homo_ev=-6.21 total_energy_ev=-101284.802 e_above_lowest_kj_mol=7.3
Rb -0.98847 -0.37993 0.34568 0.6 0.0 0.1 0.992
C -2.01597 -1.48132 5.84564 -0.1 0.0 0.0 -1.538
C -0.63125 -1.30692 6.46405 0.1 0.0 -0.1 1.319
C -0.79780 -1.08300 7.96510 0.0 0.0 0.0 -2.190
C 0.25272 -2.53674 6.25422 0.0 0.0 0.1 -1.506
N 0.03993 -0.12182 5.85896 -0.1 0.0 0.1 0.474
C 0.39386 1.02433 6.55721 0.0 0.0 0.0 -0.177
C 0.97775 1.85931 5.67911 0.0 0.0 0.1 -1.435
N 0.99318 1.25274 4.44297 -0.1 0.0 0.0 0.583
B 1.69758 1.96436 3.22443 0.0 -0.1 0.0 -0.190
N 2.77739 1.00337 2.64140 0.0 -0.1 0.0 1.096
C 3.82287 0.70704 3.48792 0.0 0.0 0.0 -1.599
C 4.67347 -0.11120 2.84972 0.0 0.0 0.0 -0.177
N 4.15750 -0.32214 1.58136 0.0 0.0 0.0 0.543
C 2.97685 0.36716 1.46395 0.0 0.1 -0.1 -0.138
S 2.00961 0.43511 0.05240 0.2 0.1 0.1 -0.212
C 4.82256 -1.16120 0.54524 -0.1 0.0 0.1 1.487
C 5.18951 -0.30108 -0.66426 0.0 0.0 0.0 -1.728
C 6.11596 -1.74279 1.11422 0.0 0.0 0.0 -2.355
C 3.90025 -2.31993 0.17888 0.0 0.0 0.0 -1.301
N 0.65636 2.46733 2.22746 -0.1 0.3 0.1 0.085
C -0.69183 2.19319 2.24246 0.0 -0.1 0.0 -1.189
C -1.27619 2.86680 1.23699 0.1 0.2 -0.1 -0.621
N -0.28281 3.61440 0.61149 0.3 -0.2 -0.1 0.517
C 0.91834 3.37492 1.24666 0.0 0.1 0.0 0.029
S 2.42442 4.06685 0.94455 -0.1 -0.1 0.1 -0.376
C -0.43718 4.31426 -0.68825 -0.1 0.1 0.2 1.374
C 0.41484 3.60143 -1.74073 -0.1 0.0 -0.1 -1.276
C -0.04955 5.78722 -0.54002 -0.1 0.0 0.0 -1.738
C -1.90264 4.25427 -1.11279 -0.1 -0.1 0.0 -1.877
C 0.40489 0.03683 4.55268 0.0 0.0 -0.3 -0.398
S 0.15544 -1.05009 3.25621 0.1 0.0 0.2 -0.153
H -2.51145 -2.32939 6.32259 0.0 0.0 0.0 0.487
H -1.95251 -1.66087 4.77553 0.0 0.0 0.0 0.222
H -2.62075 -0.58909 6.02151 0.0 0.0 0.0 0.388
H -1.26294 -1.97411 8.38569 0.0 0.0 0.0 0.454
H -1.44594 -0.23337 8.18355 0.0 0.0 0.0 0.470
H 0.16039 -0.94243 8.46716 0.0 0.0 0.0 0.475
H -0.19813 -3.39711 6.75265 0.0 0.0 0.0 0.479
H 1.23785 -2.36345 6.69208 0.0 0.0 0.0 0.386
H 0.37371 -2.75659 5.19684 0.0 0.0 0.0 0.223
H 0.22596 1.13904 7.60920 0.0 0.0 0.0 0.513
H 1.40351 2.83667 5.81975 0.0 0.0 0.0 0.579
H 2.28374 2.89077 3.72132 0.0 0.0 0.0 -0.137
H 3.87111 1.12454 4.47835 0.0 0.0 0.0 0.626
H 5.59737 -0.54292 3.17785 0.0 0.0 0.0 0.538
H 5.86189 0.50284 -0.35846 0.0 0.0 0.0 0.442
H 4.30685 0.13350 -1.12457 0.0 0.0 0.0 0.226
H 5.70792 -0.92537 -1.39576 0.0 0.0 0.0 0.462
H 6.83865 -0.96572 1.36768 0.0 0.0 0.0 0.546
H 6.55967 -2.36843 0.33923 0.0 0.0 0.0 0.423
H 5.94181 -2.37214 1.98807 0.0 0.0 0.0 0.480
H 2.94845 -1.94943 -0.19236 0.0 0.0 0.0 0.060
H 3.71646 -2.94206 1.05876 0.0 0.0 0.0 0.432
H 4.36938 -2.93364 -0.59324 0.0 0.0 0.0 0.456
H -1.12986 1.51675 2.95528 0.0 0.0 0.0 0.672
H -2.30388 2.87796 0.93317 0.0 0.0 0.0 0.514
H 1.46661 3.62414 -1.46430 0.0 0.0 0.0 0.327
H 0.27849 4.08215 -2.71420 0.0 0.0 0.0 0.466
H 0.10652 2.55463 -1.82442 0.0 0.0 0.0 0.122
H 0.98047 5.88745 -0.20885 0.0 0.0 0.0 0.306
H -0.70555 6.27579 0.18466 0.0 0.0 0.0 0.415
H -0.17555 6.28302 -1.50507 0.0 0.0 0.0 0.460
H -2.21428 3.23442 -1.35676 0.0 0.0 0.0 0.100
H -2.02263 4.87072 -2.00400 0.0 0.0 0.0 0.550
H -2.56602 4.64792 -0.34095 0.0 0.0 0.0 0.439
N -4.22040 1.37477 0.57310 -0.1 0.0 0.0 -0.369
C -4.39118 0.85314 -0.77566 -0.1 -0.1 0.2 1.560
C -5.86028 0.71055 -1.21807 0.1 0.1 -0.1 -1.125
C -6.07472 0.29455 -2.67650 -0.1 0.0 0.0 -1.128
C -5.37697 1.19873 -3.69284 0.0 -0.1 0.1 -0.865
N -3.95153 0.88925 -3.75400 -0.1 0.2 -0.1 -0.303
C -3.19132 1.62137 -4.48720 0.1 0.0 0.0 0.563
N -3.59226 2.74128 -5.16259 0.0 0.0 0.0 -0.431
N -1.86109 1.30767 -4.64272 0.0 0.0 0.0 -0.543
C -3.69669 -0.50173 -0.82775 -0.1 -0.1 -0.2 0.241
O -3.19819 -0.87452 -1.99344 0.0 0.0 0.2 -0.606
O -3.55546 -1.18314 0.16379 -0.4 -0.1 0.0 -0.720
H -4.39909 0.64131 1.25066 0.0 0.0 0.0 0.310
H -4.86696 2.13413 0.74867 0.0 0.0 0.0 0.247
H -3.87409 1.51777 -1.46951 0.0 0.0 0.0 -0.736
H -6.33377 1.68358 -1.04928 0.0 0.0 -0.1 0.454
H -6.35921 0.00639 -0.54666 0.0 0.0 0.0 0.328
H -7.14941 0.30034 -2.87380 0.0 0.0 0.0 0.455
H -5.74778 -0.73451 -2.84248 0.0 0.0 0.0 0.299
H -5.54774 2.24549 -3.39898 0.0 0.0 0.0 0.476
H -5.83657 1.06611 -4.68017 0.0 -0.1 0.0 0.596
H -3.44299 -0.19954 -2.72321 -0.1 0.1 -0.1 0.587
H -4.57824 2.92252 -5.22191 0.0 0.0 0.0 0.222
H -3.05661 3.01791 -5.96714 0.0 0.0 0.0 0.230
H -1.54132 0.56237 -4.04453 0.0 0.0 0.0 0.165
H -1.21888 2.08198 -4.70525 0.0 0.0 0.0 0.254
S 1.05005 -5.06572 0.71906 0.0 -0.1 -0.1 -0.256
C -0.03733 -3.75768 0.42108 -0.1 0.1 0.1 -0.111
N 0.09045 -3.12013 -0.69050 0.1 0.0 0.1 -0.273
C 1.13672 -3.66933 -1.42347 -0.1 0.1 -0.1 -0.520
C 1.57776 -3.19563 -2.66086 0.0 0.0 0.0 -0.378
C 2.63652 -3.82940 -3.27166 0.0 0.0 0.0 -0.574
C 3.25966 -4.93370 -2.67009 0.0 0.0 -0.1 -0.523
C 2.83843 -5.40942 -1.44714 0.0 0.0 0.0 -0.465
C 1.77156 -4.76108 -0.82446 0.1 0.0 0.0 0.923
H -0.77765 -3.50410 1.17105 0.0 0.0 0.0 0.438
H 1.09446 -2.33776 -3.10859 0.0 0.0 0.0 0.480
H 2.99867 -3.47283 -4.22707 0.0 0.0 0.0 0.389
H 4.08988 -5.41416 -3.17150 0.0 0.0 0.0 0.387
H 3.33089 -6.25211 -0.97998 0.0 0.0 0.0 0.399

=====

2.
104
Properties=species:S:1:pos:R:3:forces:R:3:mulliken_charge:R:1 method="wB97M-V/def2-TZVPD" spin_multiplicity=1 charge=-1 homo_ev=-4.98 total_energy_ev=-153835.541 e_above_lowest_kj_mol=0.0
C -2.33586 -1.00470 4.30456 0.0 -0.1 -0.3 -1.571
C -0.84516 -1.03478 3.93119 -0.3 0.2 0.1 1.541
C -0.28907 -2.45069 3.80770 0.4 0.0 -0.3 -0.932
C -0.55774 -3.11822 2.45275 0.0 -0.1 0.1 -0.893
C 0.32673 -2.55073 1.33680 -0.4 -0.1 0.1 0.601
C -0.12331 -3.03829 -0.04822 0.4 -0.3 0.1 -1.610
C 0.31001 -2.13869 -1.23639 -0.3 0.1 0.1 1.091
C -0.76479 -1.07721 -1.55347 -0.3 -0.1 0.0 -0.882
C -1.65043 -0.58063 -0.39551 -0.6 -0.7 0.0 -0.499
O -1.96406 0.79272 -0.56015 -0.3 -0.1 -0.2 -0.396
C -2.94002 1.03710 -1.56113 0.0 0.3 -0.1 0.028
C -2.60498 2.33120 -2.28225 0.1 0.0 0.1 -1.259
O 1.58852 -1.67556 -0.81588 -0.1 -0.1 -0.3 -0.072
C 2.37165 -0.60274 -1.36499 0.4 0.1 0.1 0.545
S 4.00688 -1.10164 -0.65434 -0.1 -0.1 -0.1 -0.425
C 2.43813 -0.60506 -2.89120 0.0 -0.4 -0.1 -0.737
C 3.51851 0.24093 -3.58191 0.0 0.0 -0.3 -0.866
C 4.78762 -0.51712 -4.00767 0.1 0.1 0.0 -0.391
N 5.14894 -0.15201 -5.39433 0.1 0.2 0.1 -0.742
C 1.91044 0.73763 -0.73912 -0.1 -0.2 0.0 -0.770
C 1.58204 0.59044 0.75744 0.3 0.5 0.3 -1.384
N 0.15719 0.74343 1.09024 0.8 0.3 0.3 -0.181
O 2.96460 1.64358 -0.96605 -0.3 0.1 -0.3 -0.256
C 2.81904 3.06105 -0.92709 0.5 -0.1 0.2 0.822
Br 0.95526 3.64468 -0.62839 -0.2 0.0 0.0 -0.119
C 3.25837 3.60696 -2.27650 -0.1 0.0 -0.3 -1.058
C 3.19421 5.12246 -2.44421 0.1 0.1 0.0 -0.241
C 3.99287 5.57837 -3.66634 -0.1 -0.1 -0.1 -1.390
C 3.78633 3.63309 0.20170 0.6 -0.8 -0.5 0.537
O 3.33298 4.48917 0.95094 -0.2 0.5 0.6 -0.729
O 4.92842 3.12406 0.10192 -0.5 0.3 0.0 -0.741
P 0.41228 -3.23855 -2.75084 0.2 0.2 -0.2 1.078
O 0.14022 -2.61638 -4.05656 0.2 -0.2 0.5 -0.781
O -0.56609 -4.48187 -2.41750 0.0 0.1 0.0 -0.606
O 1.83692 -3.94908 -2.66217 -0.2 -0.1 -0.2 -0.573
H -2.58813 -1.81650 4.99369 0.0 0.2 0.1 0.324
H -2.96156 -1.14317 3.41514 0.0 0.0 0.1 0.328
H -2.62108 -0.04794 4.74793 0.0 -0.1 0.0 0.450
H -0.71692 -0.47955 2.99598 0.1 -0.1 0.1 -0.758
H -0.26896 -0.48758 4.68309 -0.1 -0.1 0.0 -0.409
H -0.66365 -3.07096 4.62735 0.0 0.1 0.0 0.528
H 0.80120 -2.41091 3.92653 -0.1 0.0 0.1 0.358
H -0.35650 -4.19284 2.54964 -0.2 0.0 -0.1 0.392
H -1.61658 -3.00786 2.18095 0.0 0.0 0.0 0.339
H 1.34606 -2.90524 1.50630 0.0 0.3 0.0 0.713
H 0.32197 -1.46008 1.39085 0.1 -0.3 0.0 -0.844
H 0.31246 -4.03510 -0.18379 -0.1 0.0 0.0 0.626
H -1.20788 -3.18863 -0.08114 0.0 0.1 0.0 0.269
H -0.32483 -0.20470 -2.03439 0.1 -0.1 0.0 -0.099
H -1.42449 -1.50682 -2.31967 0.1 0.1 0.0 0.945
H -1.16928 -0.66340 0.57594 -0.2 0.0 -0.4 -0.341
H -2.57958 -1.16842 -0.36668 0.0 0.1 -0.1 0.425
H -3.91981 1.12941 -1.07231 0.0 -0.2 -0.1 0.344
H -2.96961 0.20197 -2.26743 -0.1 0.1 0.0 0.148
H -3.38106 2.58029 -3.01244 0.0 0.0 0.1 0.465
H -2.51102 3.14980 -1.56403 0.0 0.0 -0.1 0.261
H -1.64860 2.24417 -2.80469 -0.1 0.0 0.0 0.198
H 4.71037 -0.06725 -1.12737 0.0 0.2 0.1 0.125
H 2.62015 -1.63639 -3.19556 -0.1 -0.1 0.1 0.342
H 1.45994 -0.35547 -3.30977 -0.1 0.1 0.2 0.232
H 3.06926 0.62967 -4.50467 0.0 -0.1 0.1 0.539
H 3.79580 1.10212 -2.98655 -0.1 0.1 0.1 -0.050
H 4.62218 -1.59832 -3.95534 0.0 0.1 0.0 0.207
H 5.60931 -0.26911 -3.32381 -0.1 -0.2 0.1 0.382
H 4.97235 0.84116 -5.51203 0.0 0.0 0.0 0.246
H 6.15177 -0.24539 -5.51892 0.0 -0.1 -0.1 0.258
H 1.01678 1.05753 -1.29196 0.1 0.0 0.1 1.283
H 2.18877 1.35003 1.26367 -0.1 -0.1 0.0 0.710
H 1.93553 -0.38066 1.11375 0.1 0.1 -0.1 0.235
H 0.05847 1.37396 1.87351 0.0 0.2 -0.1 0.325
H -0.35244 1.15452 0.31629 0.2 0.3 0.3 0.056
H 4.29662 3.27518 -2.39389 -0.1 0.0 0.0 0.372
H 2.64888 3.13685 -3.05931 0.1 0.0 0.0 0.418
H 3.56978 5.61313 -1.54136 0.0 0.0 0.0 0.383
H 2.15228 5.43282 -2.57148 0.1 0.0 0.1 0.313
H 3.66915 5.02738 -4.55866 0.0 0.0 0.1 0.302
H 5.06214 5.39224 -3.53674 0.0 0.0 0.0 0.318
H 3.83968 6.64135 -3.87367 0.1 -0.1 0.1 0.408
H -1.46189 -4.18801 -2.21001 0.0 -0.1 -0.1 0.384
H 2.07066 -4.25435 -1.77733 0.1 0.1 0.1 0.411
C -5.85081 -1.05450 -4.11685 0.0 0.0 0.0 -0.242
C -6.98720 -0.78149 -4.75178 0.0 0.0 0.0 -0.424
C -8.28483 -0.74907 -4.03013 0.0 0.0 0.0 0.357
O -9.32159 -0.50391 -4.60824 0.0 0.0 0.0 -0.558
C -8.26560 -1.02894 -2.57114 0.0 0.0 0.0 -0.361
C -7.12994 -1.30140 -1.93522 0.0 0.0 0.0 -0.412
C -5.83397 -1.33710 -2.65908 0.0 0.0 0.0 0.390
O -4.79771 -1.58069 -2.08059 0.0 -0.1 0.0 -0.434
H -4.89132 -1.08444 -4.61814 0.0 0.0 0.0 0.453
H -7.02793 -0.57141 -5.81289 0.0 0.0 0.0 0.409
H -9.22405 -0.99598 -2.06895 0.0 0.0 0.0 0.394
H -7.08688 -1.50739 -0.87325 0.0 0.0 0.0 0.429
C 0.70169 0.36886 7.43039 0.0 0.0 0.0 -0.299
C 0.71859 1.37470 8.30109 0.0 0.0 0.0 -0.422
C 0.18645 1.21169 9.67711 0.0 0.0 0.0 0.362
O 0.19842 2.12510 10.47425 0.0 0.0 0.0 -0.555
C -0.36460 -0.11803 10.04654 0.0 0.0 0.0 -0.380
C -0.38220 -1.12375 9.17711 0.0 0.0 0.0 -0.369
C 0.14987 -0.96042 7.79909 0.0 0.0 0.0 0.432
O 0.13241 -1.87729 7.00803 0.0 0.0 0.1 -0.491
H 1.08496 0.46332 6.42220 0.0 0.0 0.0 0.486
H 1.11578 2.35145 8.05603 0.0 0.0 0.0 0.427
H -0.74510 -0.20966 11.05598 0.0 0.0 0.0 0.390
H -0.77883 -2.10148 9.41982 0.0 0.0 0.0 0.414